The following is a DFT calculation (ωB97M-V/def2-TZVPD) of FH12O6 as an isolated structure in a non-equilibrium geometry.

Geometry as XYZ:
```
19
Properties=species:S:1:pos:R:3:forces:R:3
F 24.980450 10.169820 -32.412540 0.47 6.74 0.04
O 26.943670 11.113010 -32.959700 2.41 0.97 -1.12
H 26.625300 11.983350 -33.199210 0.05 0.19 0.05
H 26.160980 10.640970 -32.675460 0.92 0.68 -0.93
O 25.931630 8.289680 -32.658060 3.69 -3.28 -1.08
H 26.878650 8.425390 -32.627010 0.46 -0.10 -0.25
H 25.561230 9.171060 -32.611310 1.92 -2.74 -1.04
O 23.938970 11.952640 -31.568760 -1.39 2.30 0.96
H 23.324550 12.253260 -32.238350 -0.23 0.15 0.02
H 24.460930 11.280230 -32.006540 -0.34 0.58 0.24
O 26.521090 11.079210 -30.348520 0.32 0.09 0.85
H 25.767520 11.075770 -29.758300 -0.24 -0.01 0.12
H 26.201010 10.662910 -31.148810 0.42 0.16 0.63
O 24.059040 8.501680 -31.662880 -4.17 -3.67 2.79
H 24.521270 9.332080 -31.776910 -1.98 -1.83 2.25
H 23.134510 8.745720 -31.619010 -0.42 0.03 0.16
O 24.038620 9.852790 -34.425800 -1.24 -0.13 -2.44
H 24.505660 9.997810 -33.602950 -0.51 -0.23 -1.04
H 23.596040 10.683430 -34.600160 -0.12 0.13 -0.19
```
Positions in Å, forces in eV/Å.

## Properties
HOMO energy (eV): -5.90
HOMO-LUMO gap (hartree): 0.346
Net charge: -1
Spin multiplicity: 1
ΔE to the lowest compared entry with this formula, charge and spin (eV): 6.299

The natural (NBO) scheme yields these atomic charges, measured in e: -0.54 -0.97 0.45 0.44 -0.96 0.43 0.43 -0.99 0.44 0.47 -0.94 0.46 0.46 -0.98 0.44 0.42 -0.97 0.46 0.43